Entry 1:
Below is a cluster of 9 separate species, C36H64N9O3 in total in a non-equilibrium geometry, with properties calculated with ωB97M-V/def2-TZVPD.

XYZ file:
```
112
Properties=species:S:1:pos:R:3:forces:R:3
N -0.5459 0.7624 0.1252 0.566 0.193 -0.351
C 0.3033 -0.0885 0.9899 -1.154 0.282 0.366
C 1.1109 0.8370 1.9513 0.355 -0.132 -0.057
C 2.6185 0.9637 1.6213 -0.070 0.913 0.921
O 3.2883 -0.2953 1.5253 -0.030 0.439 -0.293
C -0.5977 -1.0397 1.8637 -1.759 -0.990 0.783
O -0.0969 -1.7098 2.7826 1.467 0.062 0.022
O -1.8596 -1.0972 1.6620 0.798 0.898 -1.140
H -0.8934 0.2222 -0.6625 -0.096 0.004 0.308
H -1.3439 1.0895 0.6723 0.348 -0.586 -0.259
H 0.9241 -0.7105 0.3165 0.017 0.309 0.623
H 0.6531 1.8523 1.9101 0.330 -0.597 -0.093
H 0.9993 0.4906 3.0004 0.157 -0.065 -0.708
H 2.7885 1.6192 0.7313 -0.154 -0.772 0.232
H 3.0942 1.5142 2.4736 -0.380 -0.138 -0.530
H 4.0318 -0.2603 2.1446 -0.432 -0.242 -0.183
C -3.9060 -2.2772 -2.2559 -0.023 0.130 -0.049
C -3.6683 -1.3766 -1.0453 0.316 -0.657 -0.427
C -4.0592 0.0783 -1.2937 0.376 -0.032 -0.240
C -3.2616 0.6473 -2.4054 -0.606 -0.194 0.723
N -2.6437 1.0879 -3.2643 0.203 0.200 -0.424
H -3.2954 -1.9755 -3.1112 -0.055 0.007 -0.020
H -3.6413 -3.3089 -2.0173 -0.033 0.025 0.007
H -4.9569 -2.2581 -2.5614 0.028 -0.035 -0.038
H -2.6147 -1.4320 -0.7628 -0.112 0.128 0.211
H -4.2436 -1.7535 -0.2040 0.255 0.183 -0.322
H -3.8815 0.6689 -0.3929 0.014 -0.034 -0.012
H -5.1192 0.1540 -1.5459 0.029 0.071 -0.014
C -2.8043 2.6699 -8.4050 0.004 0.067 -0.034
C -3.7145 2.7876 -7.1872 0.130 0.160 -0.203
C -3.9429 1.4483 -6.4817 -0.236 -0.045 -0.465
C -4.5868 0.4891 -7.4094 0.413 0.438 0.813
N -5.0843 -0.2517 -8.1259 -0.216 -0.250 -0.365
H -3.2402 2.0254 -9.1710 0.013 -0.041 0.064
H -2.6459 3.6506 -8.8577 0.038 -0.028 0.022
H -1.8294 2.2628 -8.1273 -0.030 0.004 -0.022
H -4.6739 3.2085 -7.5000 -0.009 -0.039 0.092
H -3.2714 3.4897 -6.4775 -0.061 -0.097 0.084
H -4.5858 1.5858 -5.6121 0.056 -0.152 0.017
H -2.9961 1.0301 -6.1371 -0.082 -0.045 0.064
C 7.0683 -0.5791 0.0019 -0.014 0.025 -0.006
C 8.0550 -1.0604 1.0606 0.017 0.219 -0.309
C 7.4466 -2.0936 2.0124 -0.238 0.333 0.097
C 6.2945 -1.5079 2.7335 0.491 -0.412 -0.136
N 5.4045 -1.0457 3.2910 0.236 0.085 0.153
H 6.2117 -0.0713 0.4502 -0.022 -0.083 -0.003
H 7.5510 0.1316 -0.6709 0.000 -0.049 -0.004
H 6.6976 -1.4145 -0.5956 0.011 0.033 0.025
H 8.4147 -0.1998 1.6313 0.014 -0.092 0.079
H 8.9226 -1.5028 0.5653 -0.038 -0.096 0.103
H 8.1893 -2.4200 2.7428 -0.109 -0.026 0.072
H 7.1084 -2.9716 1.4573 -0.066 0.042 0.030
C -4.3385 5.4535 0.4543 0.257 -0.163 0.187
C -3.1751 5.1511 -0.4858 -0.218 0.147 0.196
C -2.8360 3.6603 -0.5618 0.239 0.128 0.377
C -2.4448 3.1551 0.7716 -0.300 0.284 -0.933
N -2.1333 2.7661 1.8009 -0.046 0.133 0.626
H -4.1049 5.1706 1.4829 0.056 -0.121 -0.071
H -4.5605 6.5148 0.4560 0.005 -0.061 0.142
H -5.2388 4.9190 0.1463 -0.006 0.071 0.034
H -2.2956 5.7116 -0.1551 0.047 -0.085 -0.077
H -3.4255 5.5071 -1.4886 0.078 -0.153 -0.054
H -2.0096 3.4942 -1.2547 -0.005 -0.192 0.078
H -3.6954 3.0897 -0.9190 0.030 -0.009 0.039
C -5.7169 9.9994 -3.1642 -0.004 0.067 0.000
C -4.4672 9.5587 -2.4097 -0.147 0.238 -0.141
C -4.4094 8.0453 -2.1837 -0.312 0.161 0.361
C -5.5721 7.6033 -1.3811 0.650 0.258 -0.821
N -6.4885 7.2848 -0.7761 -0.562 0.046 0.138
H -6.6253 9.7689 -2.6047 0.041 -0.067 -0.019
H -5.7014 11.0783 -3.3277 0.008 -0.039 -0.037
H -5.7799 9.5094 -4.1388 -0.023 0.018 0.028
H -4.4311 10.0763 -1.4480 0.073 -0.094 0.003
H -3.5833 9.8665 -2.9733 0.040 -0.102 0.070
H -3.4940 7.7780 -1.6539 -0.063 -0.082 0.013
H -4.4155 7.5145 -3.1377 -0.040 -0.046 0.054
C 7.6040 -6.3426 1.9407 -0.004 -0.069 -0.059
C 8.8305 -6.8538 1.1952 -0.247 -0.024 0.163
C 9.7519 -5.7244 0.7218 -0.358 -0.041 -0.318
C 9.0302 -4.8227 -0.2052 0.689 -0.454 0.601
N 8.4710 -4.1237 -0.9182 -0.268 0.306 -0.270
H 6.9747 -5.7230 1.2976 0.050 0.025 0.005
H 6.9925 -7.1746 2.2865 0.019 0.083 0.069
H 7.8934 -5.7505 2.8131 -0.047 -0.026 0.002
H 8.5032 -7.4486 0.3389 0.123 0.037 -0.024
H 9.3963 -7.5200 1.8507 0.083 0.047 -0.076
H 10.6206 -6.1369 0.2061 0.005 0.136 -0.042
H 10.1089 -5.1409 1.5727 -0.026 0.048 -0.048
C 3.8412 -4.2838 2.8257 -0.029 -0.039 -0.173
C 3.0906 -4.7651 4.0608 -0.054 0.232 -0.263
C 4.0118 -5.3652 5.1282 -0.076 -0.319 -0.360
C 4.7386 -6.5308 4.5786 -0.307 0.797 0.624
N 5.3206 -7.4148 4.1442 0.211 -0.490 -0.198
H 4.3473 -5.1092 2.3167 0.020 -0.030 0.074
H 3.1462 -3.8404 2.1117 0.011 0.071 0.084
H 4.5827 -3.5238 3.0754 -0.062 -0.024 0.051
H 2.3486 -5.5062 3.7541 0.000 0.000 0.141
H 2.5447 -3.9266 4.4975 0.001 -0.061 0.018
H 3.4272 -5.6850 5.9922 0.113 -0.074 0.013
H 4.7407 -4.6264 5.4672 0.033 -0.053 -0.030
C -6.3025 -2.8347 4.2249 -0.068 -0.152 0.030
C -5.0758 -3.4000 3.5145 -0.284 0.093 0.143
C -4.1268 -2.3134 2.9966 -0.599 -0.262 -0.322
C -4.8360 -1.4527 2.0198 0.846 -0.335 0.990
N -5.3868 -0.7869 1.2694 -0.691 0.315 0.052
H -6.9151 -2.2337 3.5498 0.078 0.043 0.008
H -6.9328 -3.6437 4.6017 0.007 0.044 0.042
H -6.0104 -2.2095 5.0723 -0.020 0.005 -0.036
H -5.4066 -4.0283 2.6825 0.093 0.001 0.003
H -4.5295 -4.0448 4.2071 0.091 0.036 -0.084
H -3.2608 -2.7616 2.5097 0.112 0.392 -0.050
H -3.7635 -1.6937 3.8163 0.103 0.083 -0.159
```
Forces are in eV/Å.

Calculated values
net charge	-1
frontier orbital gap	0.2182	Ha
DFT total energy	-2128.66095	a.u.
E_LUMO	1.85	eV

Entry 2:
Below is a cluster of 9 separate species, C36H64O13 in total in a non-equilibrium geometry, with properties calculated with ωB97M-V/def2-TZVPD.

XYZ file:
```
113
Properties=species:S:1:pos:R:3:forces:R:3
C 7.5484 -16.5300 -5.1873 -1.748 -1.371 0.033
C 8.3340 -17.0715 -6.4075 -1.083 -1.267 0.274
C 9.3724 -16.0643 -6.6522 0.145 1.877 0.656
O 9.4592 -15.3496 -5.4218 1.418 0.263 1.606
C 8.1308 -15.2316 -4.8293 1.473 1.417 -1.874
H 7.5700 -17.1044 -4.2612 0.165 -0.787 -0.426
H 6.5011 -16.4736 -5.4843 -0.159 0.161 0.247
H 7.6906 -17.2234 -7.2742 -0.150 -0.043 0.059
H 8.8301 -18.0222 -6.2124 -0.254 -0.130 0.214
H 9.1072 -15.2559 -7.3335 -0.089 -0.449 -0.948
H 10.3048 -16.5551 -6.9314 0.290 0.575 0.188
H 7.6889 -14.3781 -5.3435 -0.480 0.081 0.041
H 8.1572 -14.9620 -3.7735 0.429 -0.291 -0.095
C 7.4767 -16.1588 -11.5581 -1.171 -0.880 1.182
C 6.5201 -15.1431 -12.1135 -0.449 -0.279 -1.983
C 7.4280 -13.9581 -12.4314 -0.408 -1.307 1.826
O 8.2829 -14.0066 -11.2379 0.642 0.423 -0.137
C 8.3649 -15.3466 -10.6640 -0.364 0.496 -1.231
H 8.0422 -16.7259 -12.2974 -0.131 0.282 -0.269
H 6.9008 -16.8722 -10.9686 0.147 -0.357 0.019
H 5.6822 -14.8408 -11.4852 0.389 -0.004 0.528
H 6.0389 -15.6045 -12.9759 -0.071 0.297 -0.419
H 6.8213 -13.0526 -12.4331 0.565 0.279 0.032
H 8.0107 -14.1090 -13.3402 0.068 0.170 -0.019
H 7.9874 -15.3290 -9.6417 0.254 0.184 0.087
H 9.3461 -15.8132 -10.7525 0.455 0.733 0.489
C 0.1119 -10.7096 -7.1862 0.814 0.623 -0.760
C 0.6671 -11.6518 -8.2042 0.305 -1.657 -1.122
C 1.4598 -12.7274 -7.3955 -0.566 0.394 0.571
O 1.2459 -12.3814 -6.0205 -0.158 0.874 0.352
C 1.0653 -10.9509 -6.0309 -0.916 -0.417 0.516
H -0.9425 -10.9320 -7.0220 0.182 0.139 0.650
H 0.2331 -9.7173 -7.6206 -0.334 0.346 0.411
H 1.2780 -11.1228 -8.9357 0.321 -0.119 0.098
H -0.1212 -12.1413 -8.7762 -0.092 -0.044 -0.069
H 2.5300 -12.7293 -7.6023 -0.014 0.000 -0.222
H 1.0412 -13.7328 -7.4415 0.109 -0.118 -0.549
H 2.0580 -10.5104 -6.1229 -0.070 0.498 -0.360
H 0.5782 -10.5573 -5.1387 0.391 -0.549 0.559
C 4.3240 -7.3903 -11.3452 -1.211 -0.774 -0.874
C 5.7427 -6.9698 -11.2114 1.307 0.821 0.225
C 6.2578 -7.8064 -10.0707 -0.968 -1.432 0.684
O 5.1251 -8.6655 -9.6735 1.109 -0.279 0.864
C 4.2550 -8.7802 -10.7560 -0.352 0.179 -0.080
H 3.9664 -7.5076 -12.3682 -0.244 0.912 -0.097
H 3.7146 -6.7777 -10.6809 -0.339 0.184 -0.527
H 5.8717 -5.9618 -10.8174 -0.354 0.401 -0.720
H 6.3659 -7.0734 -12.0996 -0.202 -0.073 -0.110
H 6.4862 -7.1804 -9.2081 0.266 -0.440 0.008
H 7.0838 -8.4578 -10.3562 0.204 0.102 0.221
H 3.2292 -9.0246 -10.4800 -0.082 0.256 0.857
H 4.4563 -9.6213 -11.4195 0.914 0.029 -0.444
C 8.2677 -8.0257 -4.9868 0.588 0.951 0.963
C 6.8240 -8.4143 -5.2078 -0.221 -0.150 0.079
C 6.5783 -7.9950 -6.6555 1.524 0.005 0.559
O 7.9007 -8.2019 -7.2566 -0.724 -0.077 -1.098
C 8.9491 -8.1902 -6.3013 -0.525 -0.776 -0.371
H 8.8284 -8.5684 -4.2258 -0.384 -0.079 0.249
H 8.3060 -6.9673 -4.7290 -0.086 0.129 0.275
H 6.2025 -7.9065 -4.4702 -0.301 -0.148 -0.150
H 6.6818 -9.4915 -5.1215 0.005 -0.060 0.114
H 6.3513 -6.9337 -6.7570 -0.258 0.099 0.095
H 5.8157 -8.5907 -7.1570 0.230 0.000 -0.203
H 9.6880 -7.4211 -6.5263 -0.047 0.139 -0.087
H 9.4439 -9.1614 -6.2972 0.198 -0.151 -0.406
O 6.6975 -12.1601 -4.0146 -0.768 0.022 0.476
C 5.6699 -12.0827 -3.3687 0.865 1.854 -1.420
O 5.1733 -13.0852 -2.7061 0.793 -2.596 1.097
C 4.0542 -12.7372 -1.9008 -0.089 -0.385 -0.200
C 3.5101 -11.6043 -2.6758 -1.459 1.432 -0.729
C 4.7303 -10.8724 -3.2116 0.621 -1.243 0.791
H 4.3641 -12.4725 -0.8898 0.251 0.076 0.007
H 3.3890 -13.5985 -1.8397 0.086 -0.016 -0.093
H 2.8310 -11.0077 -2.0668 -0.057 0.214 -0.211
H 2.9914 -11.9504 -3.5698 -0.459 -0.299 0.226
H 5.1425 -10.2998 -2.3807 0.272 0.660 -0.386
H 4.6298 -10.3597 -4.1682 -0.081 0.307 0.345
O -1.0068 -12.1125 -13.6225 1.729 0.259 0.960
C 0.1476 -12.1455 -13.2014 -3.356 -1.553 0.543
O 1.1608 -12.0098 -13.9990 0.377 1.087 -1.843
C 2.3920 -12.3669 -13.3928 -0.670 -0.170 0.756
C 2.1153 -12.0620 -11.8836 0.502 -0.554 -0.320
C 0.6287 -12.4466 -11.7680 0.306 1.059 -0.396
H 3.1550 -11.8160 -13.9427 0.189 -0.066 0.528
H 2.4185 -13.4300 -13.6321 0.893 -0.221 0.446
H 2.3164 -11.0089 -11.6869 -0.120 -0.011 0.014
H 2.7404 -12.6582 -11.2188 0.099 0.205 -0.091
H -0.0040 -11.8586 -11.1032 0.347 0.207 0.086
H 0.5543 -13.4648 -11.3861 -0.326 -0.244 -0.705
O 4.0184 -18.9051 -8.9043 -0.319 3.123 -0.166
C 3.8181 -17.6842 -8.9958 -0.218 -3.217 0.059
O 4.6539 -16.7598 -8.5234 0.452 -0.625 -0.109
C 4.1890 -15.4551 -8.8207 0.174 1.361 -0.197
C 3.0007 -15.5650 -9.7967 0.497 1.048 1.996
C 2.5992 -17.0034 -9.5861 -0.425 -0.112 -1.650
H 4.9902 -14.8652 -9.2658 0.188 -0.269 0.085
H 3.9280 -14.9559 -7.8875 -0.129 -0.162 0.042
H 3.3187 -15.2428 -10.7882 -0.238 -0.488 -0.116
H 2.2792 -14.8492 -9.4027 -0.292 -0.012 -0.430
H 2.3334 -17.3459 -10.5861 0.169 -0.911 0.196
H 1.7121 -17.1889 -8.9805 0.190 0.225 0.286
O 4.9233 -12.4050 -10.2945 0.543 0.704 1.199
C 5.4646 -12.2337 -9.2110 -0.002 -1.737 -1.749
O 4.8385 -12.5704 -8.0734 -1.265 0.207 -1.047
C 5.6870 -12.4089 -6.9844 1.526 0.290 1.039
C 7.1012 -12.5298 -7.5800 -0.529 -0.861 2.822
C 6.9258 -11.9578 -8.9043 -0.131 1.158 -1.606
H 5.5094 -13.1796 -6.2344 -0.294 0.196 -0.028
H 5.5716 -11.4058 -6.5739 -0.318 0.000 0.290
H 7.3088 -13.5999 -7.5727 0.413 -0.051 -0.342
H 7.7676 -12.0350 -6.8734 0.345 -0.018 -0.352
H 7.6144 -12.3501 -9.6526 -0.367 0.051 -0.253
H 7.0104 -10.8714 -8.8763 0.184 0.265 -0.032
```
Forces are in eV/Å.

Calculated values
net charge	-1
frontier orbital gap (alpha / beta)	0.0614 / 0.3532	Ha
multiplicity	2
DFT total energy	-2388.09405	a.u.
expectation value of S²	0.75
E_LUMO (alpha / beta)	2.26 / 2.18	eV